68
Properties=species:S:1:pos:R:3:forces:R:3:mulliken_charge:R:1 method="wB97M-V/def2-TZVPD" total_charge=-1 e_lumo_ev=2.3
C -2.0676 0.0205 2.7396 0.0754 -0.3235 -0.0510 -1.10
O -2.1932 0.3080 1.3438 0.0915 -1.2489 0.3540 -0.22
C -1.1340 0.6630 0.4979 -1.7598 9.5100 0.9306 1.14
C 0.0990 1.1908 1.2148 0.4422 -0.7565 -0.9897 0.06
C 1.3922 0.9736 0.6071 -0.4473 2.2810 -0.5128 0.40
C 2.5608 1.5282 1.2543 -0.8302 -0.5091 -0.9670 -0.66
C 2.4213 2.2385 2.4304 0.1085 0.0393 0.5814 -0.77
C 1.1564 2.4438 2.9896 -0.2763 0.4415 -0.1111 -1.15
C 0.0018 2.0108 2.3366 0.2689 -0.5091 0.5881 0.13
C -1.7757 1.6929 -0.3898 1.3207 -1.6586 2.2882 -0.68
N -1.3932 2.9256 -0.7936 0.0584 1.0574 -1.0271 0.26
C -0.1802 3.6534 -0.4775 0.2099 0.0954 0.0736 -0.47
C -2.3781 3.4567 -1.6446 1.0915 0.5794 0.1604 0.76
C -3.3547 2.4990 -1.7675 -0.8099 -0.9083 0.1718 0.84
C -4.5104 2.7135 -2.5107 0.0934 0.3081 -0.1026 -0.86
C -4.6471 3.9682 -3.1348 0.3385 -0.0898 0.1510 -0.65
C -3.6444 4.9486 -3.0112 0.0712 -0.3718 0.1971 -0.65
C -2.4795 4.6996 -2.2595 -0.3253 -0.0977 -0.2131 -1.10
N -2.9467 1.4063 -0.9931 -1.1109 0.4293 -0.8339 0.04
C -3.7427 0.2077 -0.8309 -0.2798 -0.1795 -0.0315 -0.64
H -2.4687 -0.9876 2.8782 0.0454 0.1131 0.1615 0.34
H -1.0367 0.0542 3.1361 -0.5615 -0.0962 -0.3429 0.37
H -2.6874 0.7596 3.2661 0.1393 -0.1694 0.0422 0.33
H 1.3943 0.9167 -0.4936 0.2639 -0.4973 0.6450 0.37
H 3.5138 1.4670 0.7230 -0.2599 0.0268 0.2786 0.36
H 3.2962 2.6834 2.9169 -0.2951 -0.2928 -0.1469 0.38
H 1.0532 2.9904 3.9274 0.0940 0.0453 -0.3066 0.37
H -0.9907 2.2966 2.7000 0.4401 -0.1648 0.0347 0.49
H -0.2642 4.6448 -0.9302 0.0633 -0.2297 0.1002 0.33
H -0.0669 3.7733 0.6046 0.0823 -0.0633 -0.2957 0.19
H 0.7004 3.1495 -0.8974 -0.2201 0.1554 0.1859 0.13
H -5.2582 1.9242 -2.5923 0.0958 0.3952 -0.0600 0.31
H -5.5371 4.1871 -3.7292 0.2941 -0.1091 0.2097 0.38
H -3.7715 5.9107 -3.5098 0.0539 -0.2841 0.1694 0.38
H -1.6784 5.4304 -2.1523 -0.3671 -0.0771 -0.1578 0.34
H -4.4690 0.2059 -1.6487 0.1518 -0.1810 0.1390 0.38
H -3.1123 -0.6857 -0.9005 -0.2693 0.2240 0.1285 0.23
H -4.2695 0.2135 0.1321 0.1728 -0.0950 -0.3231 0.17
O -2.0183 -2.6604 1.0790 -0.2718 -0.2547 0.2668 -0.75
C -0.9669 -2.0638 0.9258 -0.5874 -0.0449 -0.8499 0.48
Co 1.5187 -0.8428 1.3158 -0.3252 -1.9725 0.5333 0.22
C 2.2959 -1.0398 2.8535 0.6091 0.3966 1.5260 0.22
O 2.7790 -1.0925 3.9049 -0.3848 -0.1359 -1.0727 -0.48
C 0.1346 -2.0435 2.0241 1.9114 0.8661 -0.5973 0.34
O 0.1414 -2.7040 3.0306 -0.7673 0.0429 -0.3439 -0.67
C 1.8282 -2.4542 -0.5363 -2.5237 1.5062 2.2702 -0.10
C 2.3874 -3.6955 -0.0691 0.2477 -0.8693 0.4071 0.10
C 3.7120 -3.7407 0.4227 -0.3341 -0.3057 -0.2401 -0.08
C 4.2657 -4.9547 0.8321 -0.3035 0.1401 -0.1098 -0.81
C 3.5119 -6.1324 0.7484 -0.1000 0.0388 -0.0495 -0.34
C 2.2042 -6.0990 0.2471 0.1972 0.1299 0.0111 -0.77
C 1.6403 -4.8915 -0.1560 0.3691 0.4565 0.0420 -0.09
C 0.8351 -1.5289 -0.5323 0.6908 -2.4576 1.0419 0.56
C -0.5926 -1.3288 -0.3125 0.6264 -6.2075 -0.3699 0.42
Co 2.0852 -1.2563 -1.8557 2.1024 2.2591 -3.9289 -0.77
C 2.5142 -2.3533 -3.1617 0.0582 -1.0405 -0.8378 0.20
O 2.7788 -3.0801 -4.0212 -0.0675 0.5135 0.5267 -0.47
C 3.6038 -0.4547 -1.4056 0.7972 0.6296 0.4658 0.15
O 4.6262 0.0327 -1.1618 -0.4903 -0.3109 -0.2185 -0.44
C 1.0924 -0.1094 -2.7442 -0.3520 0.4442 -0.3459 -0.08
O 0.4007 0.6406 -3.2971 0.3397 -0.4414 0.4245 -0.46
H 4.2929 -2.8132 0.4548 -0.2373 -0.3546 0.0257 0.41
H 5.2929 -4.9723 1.2032 -0.3222 -0.0752 -0.0640 0.37
H 3.9454 -7.0818 1.0702 -0.1144 0.2733 -0.1044 0.36
H 1.6136 -7.0131 0.1571 0.2385 0.2079 0.1047 0.36
H 0.6274 -4.8362 -0.5615 0.2843 -0.0916 0.1894 0.41
H -0.8873 -0.1945 -0.3219 0.3507 -0.3494 -0.0686 -0.58
H -1.1941 -1.7184 -1.1636 0.1046 0.2185 0.2479 0.79

62
Properties=species:S:1:pos:R:3:forces:R:3:mulliken_charge:R:1 method="wB97M-V/def2-TZVPD" total_charge=-1 e_lumo_ev=2.5
C -4.1258 0.4875 4.2745 -0.3512 -0.1997 0.0708 -1.10
C -2.8019 1.2005 4.2531 0.1647 -0.4499 -0.4870 -0.21
O -1.9356 0.4293 3.3733 -0.8348 0.3709 0.6185 -0.25
C -0.7171 1.0134 3.2349 2.0925 -0.7550 -0.3317 0.36
C 0.2591 0.1955 2.4264 -0.7331 0.2915 7.0759 0.36
C 1.6276 0.2791 3.0028 -0.2428 -0.1263 -0.2189 0.16
C 2.1762 1.4858 3.4679 0.6475 0.0913 0.0072 -0.43
C 3.5085 1.5643 3.8793 0.0647 -0.6549 -0.0746 -0.68
C 4.3103 0.4136 3.8608 -1.2266 0.0060 -0.3743 0.08
Br 6.1369 0.5230 4.3291 0.2991 0.0018 0.1487 -0.28
C 3.7628 -0.8127 3.4567 0.0353 0.4349 0.0951 -0.42
C 2.4420 -0.8693 3.0265 0.0716 0.3172 0.5121 -0.26
O -0.5135 2.1033 3.7587 -0.2845 -0.0296 -0.3780 -0.72
H -4.8277 1.0343 4.9096 -0.0039 -0.0223 -0.0139 0.40
H -4.5619 0.4128 3.2721 0.1199 0.0089 0.1255 0.19
H -4.0197 -0.5234 4.6818 -0.0133 0.1121 -0.1014 0.28
H -2.9034 2.2234 3.8677 0.1277 -0.2351 0.1851 0.26
H -2.3495 1.2275 5.2534 -0.0756 0.1634 -0.2797 0.32
H -0.0861 -0.8403 2.4195 -0.0562 0.0753 -0.4510 0.39
H 1.5487 2.3698 3.5117 0.2519 -0.1963 -0.1001 0.43
H 3.9217 2.5118 4.2102 -0.0178 -0.1017 -0.0413 0.38
H 4.3763 -1.7076 3.4576 -0.0350 0.0935 -0.0234 0.39
H 2.0106 -1.8164 2.7076 0.2094 0.1840 0.0350 0.19
C 5.3226 -2.6536 -5.4212 0.0544 -0.0799 -0.1784 -1.37
C 4.5703 -2.0200 -4.2865 -0.2424 0.2242 0.2658 1.02
C 4.6211 -0.6346 -4.0913 -0.0926 -0.1333 0.1822 -0.61
C 4.0057 -0.0430 -2.9879 -0.2618 -0.2984 0.2018 -0.33
C 3.3131 -0.8466 -2.0705 0.1740 -0.0263 -0.4999 -0.28
S 2.7376 -0.1980 -0.5105 -2.6990 0.4474 1.8547 1.60
N 1.0451 -0.0567 -0.7247 1.7720 -1.7264 -2.4216 -0.67
C 0.1198 0.2897 0.0665 1.3521 2.5172 -1.6277 0.40
C -1.2146 0.4460 -0.4862 -1.3484 -0.6402 -1.2363 0.30
C -2.2881 0.9149 0.2942 0.7964 -0.2931 0.0546 -0.72
C -3.5790 0.9422 -0.1975 -0.2736 0.0097 -0.9013 -0.06
C -3.8367 0.6102 -1.5462 1.3465 0.0177 0.6866 0.07
N -5.1384 0.6238 -2.0444 -0.9242 -0.2434 -0.7731 0.24
C -5.6163 1.6619 -2.9341 0.2476 -0.2788 0.2857 -1.02
C -6.1738 -0.2387 -1.5097 0.4609 0.3136 0.0351 -1.08
C -2.7401 0.2427 -2.3743 -0.6896 0.1201 0.5034 -0.38
C -1.4666 0.1172 -1.8402 -0.3379 0.2836 0.3559 -0.88
O 2.9752 -1.2649 0.4398 0.3888 0.2404 -0.8897 -0.62
O 3.2699 1.1233 -0.2874 0.4889 -0.4395 -0.5190 -0.75
C 3.2044 -2.2243 -2.2904 0.0231 0.2392 -0.0405 -0.44
C 3.8201 -2.7992 -3.3975 0.1168 0.2270 -0.0375 -0.82
H 5.1712 -3.7361 -5.4224 0.0451 0.1094 -0.0690 0.34
H 4.9961 -2.2565 -6.3891 0.0301 -0.0689 0.1159 0.32
H 6.3992 -2.4605 -5.3379 -0.1814 -0.0359 0.0124 0.31
H 5.1677 -0.0183 -4.8082 -0.1100 -0.1147 0.2385 0.34
H 4.0644 1.0301 -2.8250 0.0142 -0.1917 0.0645 0.44
H 0.2854 0.6030 1.2678 -0.2152 -0.0373 -1.6921 -0.20
H -2.0947 1.2475 1.3083 -0.1225 -0.1913 -0.2234 0.25
H -4.4038 1.2569 0.4444 0.1624 -0.0544 -0.1942 0.41
H -4.7721 2.2504 -3.3093 -0.2178 -0.1284 0.0492 0.32
H -6.1530 1.2046 -3.7766 0.0448 0.1835 -0.0420 0.31
H -6.3191 2.3337 -2.4125 0.0783 0.0640 -0.1202 0.28
H -5.7181 -1.0790 -0.9732 -0.1353 0.2032 -0.1078 0.31
H -6.8472 0.3037 -0.8282 -0.0659 -0.1331 0.0379 0.32
H -6.7749 -0.6287 -2.3434 0.0020 -0.0364 0.1639 0.34
H -2.9445 0.0085 -3.4211 0.0637 0.0109 0.2455 0.42
H -0.6425 -0.2369 -2.4576 -0.1191 0.1109 0.2020 0.43
H 2.6573 -2.8454 -1.5856 0.1175 0.1955 -0.0609 0.41
H 3.7385 -3.8743 -3.5656 0.0474 0.2539 0.0801 0.25

11
Properties=species:S:1:pos:R:3:forces:R:3:mulliken_charge:R:1 method="wB97M-V/def2-TZVPD" total_charge=0 e_lumo_ev="-0.2 / -1.3"
C -0.7971 2.3648 -1.1686 -1.6197 -0.0421 0.4862 0.25
C 1.0512 -1.1226 0.0230 -0.8109 -0.6028 -0.1970 -0.94
C 0.1105 1.4036 -0.7039 -1.9735 0.0287 -0.9938 -0.36
N -1.7066 3.0750 -1.3323 0.8746 -0.2610 -0.3399 -0.40
N -1.0165 -1.7335 1.6270 -2.5606 0.0895 1.7157 0.12
O -2.0357 -1.5771 2.1712 2.0233 -0.3807 -1.0190 -0.23
S -0.4567 -0.1512 -0.3623 0.2889 -0.4923 0.0566 0.04
H 1.4989 -0.8782 1.0012 -0.0271 0.1857 -0.7447 0.33
H 1.6440 -1.0356 -0.8729 0.7893 0.1778 0.1824 0.39
H 0.7164 -2.1845 0.0676 0.1475 0.9129 -0.0473 0.36
H 0.9916 1.8392 -0.4499 2.8682 0.3843 0.9008 0.43

44
Properties=species:S:1:pos:R:3:forces:R:3:lowdin_spin:R:1 method="wB97M-V/def2-TZVPD" s_squared=0.760 total_charge=+3 spin_multiplicity=2 e_lumo_ev="-12.7 / -12.3"
Mo -0.0755 0.4098 0.1444 0.8063 -0.0735 0.7821 0.91
O 2.0266 3.9723 1.0674 0.0331 -0.0376 0.0348 0.00
C 1.6957 2.7682 0.7993 -0.0445 0.0633 -0.1542 0.00
O 0.5238 2.3892 0.5961 -0.1833 0.1983 -0.0212 0.03
C 2.8413 1.7979 0.7039 -0.1113 0.0058 0.1232 0.00
O 2.2997 0.4702 0.6366 -0.0169 -0.2010 -0.0909 0.00
C 2.5935 -0.3755 1.7638 -0.0178 0.1032 0.0791 0.00
C 1.3870 -0.4230 2.6758 0.2196 -0.1306 -0.2091 0.00
O 1.2583 -0.6994 3.7881 -0.1172 -0.0334 0.1693 -0.01
O 0.2002 -0.0406 1.8598 -0.0529 0.3061 -0.6473 -0.03
H 1.2904 4.6147 1.1234 -0.0287 -0.0520 -0.0327 0.00
H 3.4967 1.9224 1.5674 0.0279 0.0012 -0.0343 0.00
H 3.4234 2.0061 -0.1976 -0.0323 0.0043 -0.0200 0.00
H 3.4568 -0.0187 2.3233 -0.0054 0.0218 -0.0184 0.00
H 2.7779 -1.3864 1.4011 0.0021 0.0320 0.0025 0.00
Se -2.8987 0.0979 -2.0079 0.0669 -0.0626 0.0433 0.00
Se -1.3509 1.8577 -1.8445 0.1655 0.0616 0.1387 -0.02
C 0.1690 1.0296 -2.6894 -0.1018 0.1414 -0.1634 0.00
C 0.4308 0.9909 -4.0347 0.0489 -0.0276 -0.0609 0.00
C 1.5559 0.2719 -4.4416 -0.0214 0.0187 0.0039 0.00
C 2.3418 -0.3680 -3.4910 -0.0268 0.0179 0.0202 0.00
C 2.0110 -0.2677 -2.1527 0.1204 -0.0666 0.0465 0.00
N 0.9431 0.4526 -1.7632 -0.0512 0.1352 0.1254 -0.01
C -3.1523 0.1111 -0.1073 0.1412 0.0173 0.1463 0.01
C -4.4184 -0.1899 0.3388 -0.0836 0.0114 0.0568 0.00
C -4.6875 -0.1620 1.7030 -0.0424 -0.0149 -0.0660 0.01
C -3.6828 0.2246 2.5750 -0.0679 -0.0207 -0.0145 0.00
C -2.4335 0.4975 2.0754 0.0336 0.0383 -0.1970 0.01
N -2.1380 0.4198 0.7472 -0.1994 -0.1910 -0.0706 0.00
H -0.2121 1.4930 -4.7462 -0.0099 -0.0056 0.0084 0.00
H 1.8049 0.2054 -5.4935 0.0031 0.0008 -0.0016 0.00
H 3.2065 -0.9496 -3.7803 -0.0003 -0.0038 0.0029 0.00
H 2.5921 -0.7617 -1.3855 -0.0614 0.0270 -0.0451 0.00
H -5.1998 -0.4166 -0.3751 -0.0160 0.0070 0.0118 0.00
H -5.6785 -0.4047 2.0660 0.0134 -0.0010 0.0005 0.00
H -3.8557 0.3050 3.6388 0.0139 0.0008 0.0085 0.00
H -1.6339 0.7716 2.7428 0.0035 0.0155 -0.0186 0.00
F -0.3856 -1.2901 -0.5663 -0.2810 -0.2049 0.0708 0.08
Sb -0.4318 -3.5740 0.4188 -0.4960 0.1529 0.0653 0.00
F -1.9432 -3.5453 -0.6611 0.0747 -0.0911 0.0263 0.00
F 0.6168 -3.8183 -1.0842 0.1136 -0.0306 -0.0685 0.00
F -0.4137 -5.1810 1.2783 0.0232 -0.0542 -0.0071 0.00
F 1.0681 -2.6941 1.1702 0.0411 -0.0387 0.0082 0.00
F -1.4192 -2.5128 1.6174 0.1171 -0.0405 -0.0335 0.00

M across the listed records, respectively: 667.43 544.49 116.14 778.88 Da.
E_tot across the listed records, respectively: -126148.8295 -119461.9633 -19034.1284 -183312.0334 eV.